Record 1
# C35H89Cl2I2N25O12P

A cluster of 12 separate species, C35H89Cl2I2N25O12P in total in a non-equilibrium geometry (wB97M-V/def2-TZVPD, the OMol25 dataset).

Its charge is +1. Its spin multiplicity is 1.

The geometry in XYZ format:
```
166
C35H89Cl2I2N25O12P, DFT wB97M-V/def2-TZVPD
C -0.455 3.567 0.363
C -0.733 2.404 1.326
N -0.061 1.188 0.882
N -0.913 0.001 0.715
C -1.452 -0.220 2.090
I -0.063 -0.012 3.668
C -2.680 -0.625 2.458
C -3.120 -0.834 3.886
I -4.245 -1.122 1.134
C -1.836 0.455 -0.395
C -1.871 -0.642 -1.441
C -2.156 -0.016 -2.808
C -3.478 0.759 -2.828
C -3.273 2.255 -2.601
Cl -4.232 0.551 -4.456
C -0.368 -1.105 -1.342
C -0.207 -2.302 -2.291
C 0.571 -1.879 -3.560
N 1.429 -2.978 -4.036
C 0.657 -3.935 -4.892
C 1.153 -5.377 -4.735
C 2.477 -2.424 -4.844
C 3.812 -3.093 -4.848
O 2.288 -1.441 -5.540
C -0.141 -1.228 0.206
C -0.841 -2.550 0.603
C -0.016 -3.854 0.653
C 0.490 -4.245 2.033
Cl -1.243 -5.153 0.213
P 1.727 -1.414 0.634
C 2.597 -1.844 -0.912
C 2.598 0.192 0.923
C 4.124 -0.036 0.921
H 0.613 3.777 0.364
H -0.971 4.430 0.764
H -0.852 3.385 -0.631
H -1.810 2.350 1.464
H -0.314 2.704 2.286
H 0.567 1.301 0.104
H -2.531 -1.642 4.323
H -4.155 -1.148 3.931
H -2.989 0.073 4.469
H -1.386 1.260 -0.967
H -2.766 0.892 -0.056
H -2.596 -1.427 -1.254
H -1.336 0.649 -3.081
H -2.216 -0.814 -3.543
H -4.172 0.338 -2.104
H -2.382 2.578 -3.135
H -3.212 2.500 -1.543
H -4.108 2.816 -3.001
H 0.177 -0.223 -1.688
H 0.315 -3.165 -1.897
H -1.179 -2.636 -2.647
H -0.114 -1.554 -4.344
H 1.249 -1.068 -3.314
H -0.393 -3.842 -4.631
H 0.788 -3.656 -5.938
H 0.331 -6.075 -4.863
H 1.626 -5.499 -3.765
H 1.903 -5.595 -5.492
H 4.109 -3.304 -5.874
H 3.841 -4.032 -4.304
H 4.547 -2.397 -4.447
H -1.286 -2.514 1.596
H -1.685 -2.738 -0.051
H 0.735 -3.973 -0.117
H 0.713 -5.304 2.079
H 1.357 -3.652 2.305
H -0.293 -4.016 2.756
H 2.676 -1.001 -1.598
H 2.210 -2.735 -1.393
H 3.607 -2.080 -0.586
H 2.429 0.841 0.057
H 2.266 0.730 1.800
H 4.600 0.872 1.272
H 4.425 -0.139 -0.116
H 4.425 -0.910 1.494
C 7.883 0.486 -0.183
O 6.729 0.882 -0.232
N 8.632 0.533 0.957
N 8.511 -0.034 -1.282
H 9.580 0.210 1.011
H 8.198 0.910 1.778
H 7.977 -0.093 -2.132
H 9.457 -0.371 -1.278
C -6.872 4.067 -2.219
O -5.848 4.612 -2.639
N -7.672 4.629 -1.290
N -7.264 2.839 -2.679
H -8.507 4.208 -0.921
H -7.409 5.529 -0.937
H -6.699 2.400 -3.383
H -8.094 2.376 -2.361
C -1.039 -1.912 7.544
O -1.364 -2.520 6.526
N -0.783 -2.545 8.718
N -0.915 -0.557 7.551
H -0.522 -2.066 9.559
H -0.875 -3.543 8.734
H -1.122 -0.090 6.690
H -0.648 -0.018 8.353
C 10.890 3.203 -2.836
O 11.829 3.645 -3.474
N 10.248 3.932 -1.869
N 10.401 1.944 -3.036
H 9.476 3.583 -1.333
H 10.584 4.860 -1.698
H 10.850 1.383 -3.734
H 9.627 1.552 -2.533
C 5.263 0.866 -3.753
O 4.808 -0.011 -3.033
N 4.894 0.971 -5.063
N 6.157 1.786 -3.287
H 5.228 1.678 -5.690
H 4.243 0.281 -5.395
H 6.413 1.720 -2.315
H 6.549 2.516 -3.851
C -9.224 4.600 2.045
O -9.373 4.830 0.848
N -10.228 4.770 2.950
N -8.052 4.165 2.573
H -10.108 4.588 3.931
H -11.111 5.095 2.607
H -7.279 4.033 1.949
H -7.948 3.981 3.557
C -2.728 6.351 -1.194
O -2.610 5.500 -0.314
N -1.975 7.497 -1.170
N -3.589 6.242 -2.236
H -2.043 8.215 -1.864
H -1.334 7.613 -0.409
H -4.188 5.422 -2.312
H -3.667 6.947 -2.943
C 9.541 0.207 -6.108
O 9.769 -0.518 -5.151
N 10.316 1.293 -6.386
N 8.491 -0.008 -6.957
H 10.160 1.926 -7.148
H 11.091 1.459 -5.774
H 7.906 -0.800 -6.771
H 8.290 0.573 -7.748
C -9.182 4.066 6.535
O -8.499 3.746 5.569
N -8.711 4.878 7.519
N -10.464 3.626 6.692
H -9.250 5.151 8.319
H -7.771 5.214 7.427
H -10.832 3.014 5.988
H -11.043 3.872 7.473
C -4.956 -3.118 7.458
O -5.095 -1.920 7.261
N -5.934 -3.874 8.052
N -3.821 -3.785 7.104
H -5.846 -4.856 8.224
H -6.777 -3.404 8.322
H -3.086 -3.239 6.662
H -3.688 -4.766 7.254
C 1.152 -8.671 0.642
O 1.112 -8.457 -0.556
N 1.971 -9.621 1.191
N 0.381 -7.975 1.536
H 2.018 -9.813 2.173
H 2.547 -10.147 0.562
H -0.233 -7.274 1.159
H 0.401 -8.132 2.525
```



Record 2
# C35H94O19

A cluster of 14 separate species, C35H94O19 in total in a non-equilibrium geometry (wB97M-V/def2-TZVPD, the OMol25 dataset).

Its charge is 0. Its spin multiplicity is 1.

The geometry in XYZ format:
```
148
C35H94O19, DFT wB97M-V/def2-TZVPD
C 22.749 -7.158 21.031
C 22.385 -5.706 20.691
C 23.710 -4.965 20.928
O 24.488 -5.767 21.796
C 24.220 -7.153 21.493
H 22.546 -7.862 20.225
H 22.142 -7.510 21.873
H 21.564 -5.349 21.306
H 22.098 -5.680 19.636
H 23.599 -3.965 21.347
H 24.230 -4.828 19.964
H 24.357 -7.691 22.425
H 24.933 -7.480 20.731
C 18.655 -7.130 16.989
C 18.689 -8.566 16.452
C 20.084 -9.059 16.888
O 20.532 -8.209 17.923
C 19.448 -7.295 18.258
H 17.640 -6.768 17.195
H 19.111 -6.402 16.312
H 18.594 -8.638 15.370
H 17.838 -9.103 16.884
H 20.763 -9.017 16.028
H 20.071 -10.101 17.233
H 19.848 -6.397 18.737
H 18.884 -7.794 19.070
C 14.528 -5.537 17.199
O 15.198 -5.774 18.389
H 14.044 -6.454 16.827
H 13.749 -4.780 17.318
H 15.201 -5.175 16.403
H 15.304 -6.749 18.458
C 16.423 -8.847 19.629
O 15.497 -8.539 18.584
H 16.004 -9.532 20.380
H 17.303 -9.354 19.203
H 16.781 -7.970 20.162
H 15.187 -9.333 18.133
C 21.355 -5.905 14.465
O 22.758 -5.806 14.607
H 21.017 -6.939 14.647
H 20.882 -5.211 15.146
H 21.050 -5.647 13.439
H 23.178 -6.625 14.234
C 16.742 -6.969 13.766
O 16.343 -5.719 13.198
H 17.824 -7.003 13.730
H 16.386 -7.070 14.799
H 16.335 -7.817 13.206
H 15.382 -5.663 13.258
C 21.102 -12.126 15.342
O 22.013 -12.767 14.489
H 20.884 -11.118 14.972
H 20.155 -12.677 15.468
H 21.516 -12.063 16.351
H 21.595 -12.800 13.598
C 20.555 -10.061 20.714
O 20.228 -11.188 21.490
H 20.242 -10.245 19.686
H 20.022 -9.163 21.051
H 21.634 -9.891 20.681
H 20.740 -11.175 22.299
C 17.715 -3.665 15.780
O 18.264 -4.130 14.542
H 18.456 -3.093 16.335
H 16.877 -2.979 15.607
H 17.434 -4.519 16.409
H 17.520 -4.547 14.052
C 19.515 -2.074 22.757
O 19.122 -2.578 21.506
C 19.788 -1.931 20.459
C 19.467 -2.594 19.167
O 18.152 -2.467 18.786
C 17.225 -3.361 19.353
H 20.610 -2.107 22.870
H 19.041 -2.677 23.521
H 19.208 -1.020 22.869
H 20.886 -1.960 20.594
H 19.506 -0.863 20.443
H 19.741 -3.657 19.223
H 20.051 -2.109 18.386
H 16.304 -3.342 18.766
H 16.940 -3.114 20.387
H 17.546 -4.418 19.337
C 19.319 -9.669 12.763
O 19.804 -10.975 12.657
C 19.641 -11.451 11.356
C 19.925 -12.921 11.271
O 21.149 -13.239 11.812
C 21.392 -14.602 11.726
H 19.754 -9.097 13.580
H 18.225 -9.669 12.868
H 19.555 -9.102 11.845
H 20.363 -10.914 10.704
H 18.658 -11.215 10.928
H 19.893 -13.201 10.200
H 19.119 -13.549 11.696
H 21.679 -14.899 10.714
H 20.511 -15.169 12.058
H 22.194 -14.860 12.416
C 24.980 -6.916 17.997
O 25.029 -8.280 18.123
C 23.813 -8.868 17.668
C 24.054 -10.316 17.420
O 24.312 -10.985 18.628
C 24.195 -12.353 18.469
H 25.727 -6.417 18.609
H 23.999 -6.479 18.229
H 25.178 -6.628 16.952
H 23.458 -8.339 16.775
H 23.071 -8.750 18.468
H 24.904 -10.461 16.739
H 23.106 -10.674 16.973
H 24.950 -12.754 17.765
H 23.210 -12.649 18.090
H 24.416 -12.810 19.431
C 25.375 -5.002 12.301
O 24.936 -6.318 12.407
C 25.721 -7.055 13.223
C 25.119 -8.425 13.350
O 23.832 -8.338 13.907
C 23.170 -9.569 13.896
H 26.446 -4.957 11.984
H 25.320 -4.460 13.251
H 24.822 -4.518 11.506
H 25.818 -6.612 14.231
H 26.733 -7.169 12.802
H 25.763 -9.065 13.963
H 25.048 -8.871 12.341
H 22.152 -9.410 14.260
H 23.625 -10.283 14.587
H 23.072 -9.944 12.872
C 13.380 -11.190 16.560
O 13.952 -9.947 16.343
C 13.748 -9.489 15.014
C 14.390 -10.239 13.873
O 15.773 -10.238 13.774
C 16.462 -10.981 14.748
H 12.295 -11.193 16.376
H 13.558 -11.485 17.594
H 13.795 -11.996 15.934
H 14.018 -8.429 15.038
H 12.658 -9.502 14.817
H 14.012 -9.801 12.951
H 14.009 -11.278 13.881
H 17.498 -11.054 14.433
H 16.040 -11.985 14.889
H 16.432 -10.462 15.713
```



| no. | DFT total energy (eV) |
| --- | --- |
| 1 | -150100.511 |
| 2 | -76712.348 |